Here is a molecular structure, C30H66AgF9N3O12 from the Open Molecules 2025 dataset. Energies are from ωB97M-V with the def2-TZVPD basis set.

```
! wB97M-V def2-TZVPD RIJCOSX def2/J DEFGRID3
* xyz 1 1
Ag 0.36 -0.19 -0.55
C -1.28 -3.43 0.80
O -2.11 -3.86 -0.31
O -1.07 -2.07 0.69
C -1.71 -3.86 2.25
F -1.00 -3.31 3.21
F -3.01 -3.62 2.50
F -1.46 -5.17 2.45
C -2.83 -5.07 -0.21
C -2.86 -5.67 -1.65
H -3.41 -6.61 -1.60
H -3.29 -5.05 -2.42
H -1.85 -5.97 -1.93
H -3.83 -4.79 0.11
H -2.23 -5.82 0.30
H -0.34 -3.93 0.56
C 3.47 -1.71 -1.18
O 4.20 -1.51 0.00
O 2.84 -0.47 -1.40
C 4.46 -2.35 -2.23
F 5.74 -1.87 -2.46
F 4.54 -3.73 -2.00
F 3.82 -2.12 -3.37
C 4.89 -2.52 0.70
C 5.28 -1.91 2.05
H 6.31 -2.18 2.27
H 5.31 -0.82 2.02
H 4.56 -2.30 2.77
H 5.78 -2.86 0.17
H 4.29 -3.39 0.95
H 2.67 -2.43 -1.02
C -1.99 2.95 -0.29
O -1.90 3.36 1.12
O -1.29 1.72 -0.39
C -3.41 2.96 -0.89
F -3.58 2.31 -2.08
F -4.42 2.53 -0.09
F -3.71 4.21 -1.18
C -1.07 4.43 1.51
C -1.04 4.55 3.06
H -1.93 5.08 3.40
H -0.93 3.56 3.51
H -0.15 5.14 3.28
H -1.45 5.41 1.22
H -0.07 4.36 1.07
H -1.50 3.71 -0.90
C -3.14 2.94 5.57
O -2.64 1.73 5.03
C -3.46 1.19 3.96
C -2.77 0.02 3.16
N -1.45 0.43 2.49
H -1.14 -0.32 1.89
H -1.61 1.23 1.90
C -0.25 0.65 3.40
C 0.93 0.89 2.48
O 1.13 -0.27 1.66
C 1.74 -1.39 2.35
H -3.26 3.74 4.83
H -2.55 3.20 6.45
H -4.19 2.86 5.87
H -3.70 1.97 3.23
H -4.33 0.77 4.46
H -3.48 -0.37 2.43
H -2.43 -0.72 3.88
H -0.08 -0.20 4.05
H -0.41 1.47 4.10
H 1.86 1.05 3.02
H 0.73 1.65 1.72
H 1.10 -1.84 3.11
H 2.64 -1.13 2.91
H 1.81 -2.17 1.59
C 1.35 2.04 -4.48
O 2.18 2.80 -3.60
C 1.64 2.82 -2.25
C 2.73 3.01 -1.16
N 3.95 2.19 -1.59
H 3.75 1.20 -1.66
H 4.20 2.47 -2.52
C 5.23 2.42 -0.62
C 6.47 1.80 -1.35
O 6.49 2.11 -2.70
C 7.69 1.81 -3.43
H 1.14 1.03 -4.12
H 1.56 2.16 -5.54
H 0.38 2.53 -4.45
H 1.00 1.97 -2.02
H 0.91 3.64 -2.19
H 2.54 2.37 -0.30
H 3.00 4.02 -0.86
H 4.93 1.98 0.33
H 5.30 3.51 -0.49
H 6.70 0.78 -1.05
H 7.34 2.32 -0.95
H 7.61 2.11 -4.48
H 7.83 0.73 -3.36
H 8.56 2.23 -2.93
C -0.17 -2.44 -3.04
O -0.52 -1.12 -2.54
C -1.48 -0.43 -3.32
C -2.90 -1.03 -3.13
N -3.20 -1.12 -1.58
H -2.41 -1.48 -1.07
H -3.23 -0.19 -1.18
C -4.52 -1.84 -1.19
C -4.88 -1.61 0.30
O -5.03 -0.23 0.54
C -6.28 0.33 0.12
H 0.73 -2.80 -2.54
H -0.06 -2.49 -4.12
H -0.90 -3.14 -2.65
H -1.15 -0.54 -4.35
H -1.42 0.64 -3.14
H -3.00 -1.99 -3.63
H -3.67 -0.39 -3.56
H -4.16 -2.86 -1.33
H -5.34 -1.62 -1.87
H -4.14 -1.97 1.01
H -5.77 -2.20 0.51
H -6.37 1.34 0.54
H -7.04 -0.29 0.60
H -6.39 0.33 -0.96
*
```

Computed properties:
Relative energy (zero: lowest compared OMol25 entry of this formula, charge and spin): 0.00 kJ/mol
E: -3295.11200 Ha
LUMO: -1.539 eV
HOMO energy: -10.3 eV

Here are the Löwdin charges for atoms 1 to 99, given in e: atom 1 (Ag): 0.79, atom 2 (C): -0.40, atom 3 (O): -0.15, atom 4 (O): -0.24, atom 5 (C): -0.58, atom 6 (F): 0.16, atom 7 (F): 0.13, atom 8 (F): 0.12, atom 9 (C): -0.25, atom 10 (C): -0.07, atom 11 (H): 0.07, atom 12 (H): 0.06, atom 13 (H): 0.08, atom 14 (H): 0.12, atom 15 (H): 0.12, atom 16 (H): 0.15, atom 17 (C): -0.43, atom 18 (O): -0.12, atom 19 (O): -0.26, atom 20 (C): -0.47, atom 21 (F): 0.10, atom 22 (F): 0.09, atom 23 (F): 0.13, atom 24 (C): -0.27, atom 25 (C): -0.07, atom 26 (H): 0.07, atom 27 (H): 0.07, atom 28 (H): 0.06, atom 29 (H): 0.11, atom 30 (H): 0.12, atom 31 (H): 0.13, atom 32 (C): -0.37, atom 33 (O): -0.12, atom 34 (O): -0.28, atom 35 (C): -0.55, atom 36 (F): 0.11, atom 37 (F): 0.12, atom 38 (F): 0.15, atom 39 (C): -0.26, atom 40 (C): -0.05, atom 41 (H): 0.07, atom 42 (H): 0.05, atom 43 (H): 0.08, atom 44 (H): 0.11, atom 45 (H): 0.11, atom 46 (H): 0.14, atom 47 (C): -0.10, atom 48 (O): -0.21, atom 49 (C): -0.14, atom 50 (C): -0.03, atom 51 (N): 0.11, atom 52 (H): 0.09, atom 53 (H): 0.11, atom 54 (C): -0.08, atom 55 (C): -0.17, atom 56 (O): -0.29, atom 57 (C): -0.05, atom 58 (H): 0.07, atom 59 (H): 0.10, atom 60 (H): 0.08, atom 61 (H): 0.12, atom 62 (H): 0.13, atom 63 (H): 0.10, atom 64 (H): 0.13, atom 65 (H): 0.13, atom 66 (H): 0.11, atom 67 (H): 0.13, atom 68 (H): 0.11, atom 69 (H): 0.07, atom 70 (H): 0.09, atom 71 (H): 0.10, atom 72 (C): -0.08, atom 73 (O): -0.18, atom 74 (C): -0.18, atom 75 (C): -0.06, atom 76 (N): 0.07, atom 77 (H): 0.09, atom 78 (H): 0.13, atom 79 (C): 0.01, atom 80 (C): -0.23, atom 81 (O): -0.20, atom 82 (C): -0.05, atom 83 (H): 0.08, atom 84 (H): 0.10, atom 85 (H): 0.08, atom 86 (H): 0.08, atom 87 (H): 0.12, atom 88 (H): 0.11, atom 89 (H): 0.13, atom 90 (H): 0.12, atom 91 (H): 0.12, atom 92 (H): 0.13, atom 93 (H): 0.12, atom 94 (H): 0.10, atom 95 (H): 0.09, atom 96 (H): 0.09, atom 97 (C): -0.03, atom 98 (O): -0.29, atom 99 (C): -0.20

=====

Here is 10 unconnected molecules or ions with the total composition C30H66Cl18O16P4 from the Open Molecules 2025 dataset. Energies are from ωB97M-V with the def2-TZVPD basis set.

```
! wB97M-V def2-TZVPD RIJCOSX def2/J DEFGRID3
* xyz 1 2
C 6.22 3.32 -2.47
C 4.87 3.57 -1.78
O 4.13 4.43 -2.61
P 2.63 4.81 -2.21
O 1.74 3.67 -1.93
O 2.06 5.77 -3.40
C 1.55 5.20 -4.58
C 2.56 5.09 -5.66
O 2.82 5.91 -0.98
C 2.69 5.37 0.37
C 1.38 5.81 0.95
H 6.95 2.67 -1.99
H 6.14 2.92 -3.48
H 6.79 4.23 -2.64
H 4.38 2.62 -1.58
H 5.05 4.02 -0.81
H 1.04 4.24 -4.43
H 0.85 6.01 -4.81
H 3.14 5.99 -5.85
H 3.32 4.35 -5.39
H 2.05 4.86 -6.59
H 2.84 4.29 0.42
H 3.53 5.81 0.92
H 1.25 5.57 2.01
H 1.33 6.87 0.73
H 0.59 5.23 0.47
C 2.35 -0.60 -0.78
C 1.54 -0.22 0.45
O 0.28 0.26 0.12
P -0.89 0.15 1.26
O -1.20 -1.18 1.86
O -0.27 1.27 2.31
C -0.01 2.64 2.01
C -0.85 3.42 3.06
O -2.17 0.93 0.61
C -3.11 0.26 -0.20
C -2.55 -0.04 -1.54
H 2.65 0.23 -1.41
H 3.15 -1.23 -0.39
H 1.77 -1.37 -1.29
H 1.44 -1.12 1.06
H 2.07 0.48 1.10
H 1.06 2.84 1.91
H -0.44 2.85 1.03
H -0.86 4.51 2.99
H -1.88 3.06 3.02
H -0.50 3.24 4.08
H -3.42 -0.68 0.25
H -3.97 0.93 -0.27
H -3.30 0.05 -2.33
H -1.75 0.67 -1.76
H -2.07 -1.00 -1.69
C -8.42 -2.58 3.18
C -7.94 -3.30 1.96
O -8.15 -2.32 0.96
P -6.95 -1.87 -0.08
O -5.77 -1.26 0.66
O -6.61 -3.26 -0.85
C -5.27 -3.65 -1.18
C -5.12 -3.58 -2.69
O -7.66 -0.93 -1.16
C -6.92 -0.38 -2.24
C -7.70 0.90 -2.60
H -8.16 -3.15 4.07
H -7.98 -1.59 3.27
H -9.51 -2.47 3.22
H -6.87 -3.50 2.01
H -8.59 -4.18 1.89
H -4.52 -3.08 -0.64
H -5.16 -4.69 -0.87
H -5.97 -4.12 -3.12
H -5.07 -2.55 -3.04
H -4.23 -4.15 -2.96
H -5.90 -0.20 -1.91
H -6.68 -0.98 -3.12
H -8.57 0.64 -3.20
H -8.03 1.46 -1.73
H -7.02 1.51 -3.20
C 2.83 -5.73 -1.61
C 3.34 -4.26 -1.66
O 4.73 -4.18 -1.52
P 5.45 -3.08 -0.55
O 4.87 -3.00 0.77
O 7.03 -3.57 -0.58
C 7.33 -4.85 -0.01
C 7.63 -4.71 1.47
O 5.46 -1.66 -1.36
C 6.19 -1.52 -2.55
C 7.49 -0.88 -2.43
H 3.29 -6.13 -0.70
H 1.75 -5.64 -1.65
H 3.03 -6.20 -2.57
H 2.91 -3.79 -2.55
H 2.84 -3.67 -0.89
H 6.51 -5.55 -0.20
H 8.21 -5.32 -0.44
H 6.72 -4.31 1.91
H 7.94 -5.62 1.99
H 8.37 -3.95 1.71
H 6.30 -2.44 -3.13
H 5.71 -0.87 -3.28
H 7.88 -0.77 -3.44
H 7.54 0.10 -1.94
H 8.20 -1.49 -1.88
C 0.53 1.03 -3.53
Cl 1.86 1.26 -4.73
Cl 0.17 -0.70 -3.43
Cl -0.95 1.88 -4.00
H 0.88 1.43 -2.58
C -1.51 -4.34 0.86
Cl -1.40 -3.84 -0.81
Cl -1.15 -6.05 1.02
Cl -3.18 -4.06 1.56
H -0.73 -3.79 1.40
C -1.73 5.69 5.87
Cl -2.38 6.72 7.23
Cl 0.07 5.64 5.61
Cl -2.57 6.11 4.27
H -1.99 4.66 6.12
C -5.33 1.34 2.88
Cl -5.34 3.16 2.68
Cl -6.22 0.78 4.27
Cl -3.70 0.76 3.15
H -5.71 0.96 1.93
C 0.88 -3.69 4.78
Cl 1.35 -2.54 3.47
Cl 2.21 -4.74 5.25
Cl -0.63 -4.55 4.38
H 0.55 -3.21 5.70
C -0.83 0.72 5.63
Cl 0.90 0.97 5.46
Cl -1.35 1.82 6.89
Cl -1.04 -0.98 6.24
H -1.40 0.97 4.73
*
```

Computed properties:
E: -12035.34478 Ha
LUMO (spin up / spin down): -1.922 / -9.470 eV
HOMO energy (spin up / spin down): -12.4 / -12.4 eV

Here are the Löwdin charges for atoms 1 to 99, given in e: atom 1 (C): -0.06, atom 2 (C): -0.27, atom 3 (O): -0.17, atom 4 (P): 0.50, atom 5 (O): -0.25, atom 6 (O): -0.17, atom 7 (C): -0.30, atom 8 (C): -0.08, atom 9 (O): -0.18, atom 10 (C): -0.29, atom 11 (C): -0.07, atom 12 (H): 0.07, atom 13 (H): 0.08, atom 14 (H): 0.08, atom 15 (H): 0.11, atom 16 (H): 0.12, atom 17 (H): 0.08, atom 18 (H): 0.13, atom 19 (H): 0.09, atom 20 (H): 0.07, atom 21 (H): 0.09, atom 22 (H): 0.10, atom 23 (H): 0.12, atom 24 (H): 0.07, atom 25 (H): 0.10, atom 26 (H): 0.07, atom 27 (C): -0.05, atom 28 (C): -0.27, atom 29 (O): -0.16, atom 30 (P): 0.56, atom 31 (O): -0.20, atom 32 (O): -0.24, atom 33 (C): -0.22, atom 34 (C): -0.09, atom 35 (O): -0.09, atom 36 (C): -0.24, atom 37 (C): -0.07, atom 38 (H): 0.08, atom 39 (H): 0.06, atom 40 (H): 0.04, atom 41 (H): 0.08, atom 42 (H): 0.13, atom 43 (H): 0.12, atom 44 (H): 0.11, atom 45 (H): 0.01, atom 46 (H): 0.05, atom 47 (H): 0.03, atom 48 (H): 0.12, atom 49 (H): 0.14, atom 50 (H): 0.10, atom 51 (H): 0.03, atom 52 (H): 0.04, atom 53 (C): -0.08, atom 54 (C): -0.26, atom 55 (O): -0.19, atom 56 (P): 0.55, atom 57 (O): -0.27, atom 58 (O): -0.18, atom 59 (C): -0.29, atom 60 (C): -0.06, atom 61 (O): -0.17, atom 62 (C): -0.27, atom 63 (C): -0.05, atom 64 (H): 0.08, atom 65 (H): 0.05, atom 66 (H): 0.09, atom 67 (H): 0.11, atom 68 (H): 0.13, atom 69 (H): 0.04, atom 70 (H): 0.12, atom 71 (H): 0.09, atom 72 (H): 0.06, atom 73 (H): 0.08, atom 74 (H): 0.09, atom 75 (H): 0.11, atom 76 (H): 0.08, atom 77 (H): 0.08, atom 78 (H): 0.08, atom 79 (C): -0.04, atom 80 (C): -0.30, atom 81 (O): -0.18, atom 82 (P): 0.49, atom 83 (O): -0.21, atom 84 (O): -0.18, atom 85 (C): -0.27, atom 86 (C): -0.08, atom 87 (O): -0.17, atom 88 (C): -0.33, atom 89 (C): -0.09, atom 90 (H): 0.09, atom 91 (H): 0.06, atom 92 (H): 0.08, atom 93 (H): 0.11, atom 94 (H): 0.09, atom 95 (H): 0.11, atom 96 (H): 0.12, atom 97 (H): 0.06, atom 98 (H): 0.08, atom 99 (H): 0.08